1.
# C5H13NO

A 2-piece molecular cluster, C5H13NO overall in a non-equilibrium geometry (ωB97M-V with the def2-TZVPD basis set, OMol25).

Values from the calculation:
Relative energy (zero: lowest compared OMol25 entry of this formula, charge and spin) (kcal per mole): 54.6
Total charge: 0
Frontier orbital gap (eV): 10.16

Positions of all 20 atoms, in Å:
C -1.758 0.448 -1.438
C -1.358 -0.799 -1.225
C -0.339 -1.334 -0.284
C 0.726 -0.382 0.252
C 1.402 -0.914 1.559
N 1.793 -0.015 -0.708
H -2.235 0.934 -2.277
H -1.691 1.190 -0.645
H -1.685 -1.547 -1.933
H -0.752 -1.805 0.625
H 0.244 -2.128 -0.777
H 0.343 0.608 0.577
H 2.478 -0.763 1.410
H 0.898 -0.435 2.398
H 1.425 -2.000 1.590
H 1.477 0.952 -1.071
H 1.908 -0.653 -1.467
O -0.894 3.209 1.409
H -0.342 2.432 1.230
H -1.640 2.999 0.773

Atoms 1-6, force components in eV/Å:
-0.074 0.921 1.250
-0.115 -0.132 -1.431
0.434 0.022 1.550
1.129 0.679 0.802
0.253 -0.406 -1.600
-1.351 2.965 0.008


2.
# C5H13NO

A 2-piece molecular cluster, C5H13NO overall in a non-equilibrium geometry (ωB97M-V with the def2-TZVPD basis set, OMol25).

Values from the calculation:
Relative energy (zero: lowest compared OMol25 entry of this formula, charge and spin) (kcal per mole): 80.1
Total charge: 0
Frontier orbital gap (eV): 10.14

Positions of all 20 atoms, in Å:
C 2.052 1.626 -2.454
C 1.679 1.361 -1.171
C 1.183 -0.123 -1.023
C 1.096 -0.501 0.470
C -0.178 0.081 1.065
N -1.090 -0.942 1.769
H 2.102 0.686 -3.082
H 2.600 2.456 -2.883
H 1.577 2.255 -0.449
H 2.032 -0.692 -1.421
H 0.191 -0.162 -1.603
H 1.129 -1.596 0.408
H 2.024 0.011 1.005
H -0.117 0.724 1.924
H -0.955 0.572 0.507
H -0.835 -1.559 2.434
H -1.385 -1.714 1.098
O -4.364 -1.179 1.309
H -3.949 -0.351 1.627
H -4.792 -0.955 0.470

Atoms 1-6, force components in eV/Å:
0.874 -1.967 0.930
-0.551 1.289 -2.217
0.288 2.285 0.850
0.806 1.740 -0.788
-1.879 -2.670 3.284
-2.293 0.342 -5.044


3.
# C5H13NO

A 2-piece molecular cluster, C5H13NO overall in a non-equilibrium geometry (ωB97M-V with the def2-TZVPD basis set, OMol25).

Values from the calculation:
Relative energy (zero: lowest compared OMol25 entry of this formula, charge and spin) (kcal per mole): 68.2
Total charge: 0
Frontier orbital gap (eV): 9.73

Positions of all 20 atoms, in Å:
C -3.261 0.152 0.464
C -2.232 -0.026 -0.475
C -0.912 -0.020 -0.300
C 0.192 0.422 -1.250
N 1.606 0.166 -0.695
C 2.082 -1.233 -0.372
H -3.717 1.226 0.549
H -4.195 -0.484 0.108
H -2.995 -0.135 1.486
H -2.488 -0.320 -1.529
H -0.601 -0.054 0.770
H 0.063 -0.298 -2.056
H 0.034 1.511 -1.614
H 2.324 0.687 -1.252
H 1.371 -1.776 0.218
H 2.241 -1.809 -1.316
H 3.074 -1.179 -0.018
O 1.914 0.495 2.169
H 1.775 0.487 1.185
H 1.338 1.250 2.574

Atoms 1-6, force components in eV/Å:
-5.005 -0.019 1.553
2.665 -1.038 -4.264
0.744 1.579 2.830
0.749 -1.507 -0.213
-0.259 0.948 0.151
-1.048 0.877 -3.409


4.
# C5H13NO

A 2-piece molecular cluster, C5H13NO overall in a non-equilibrium geometry (ωB97M-V with the def2-TZVPD basis set, OMol25).

Values from the calculation:
Relative energy (zero: lowest compared OMol25 entry of this formula, charge and spin) (kcal per mole): 36.1
Total charge: 0
Frontier orbital gap (eV): 9.72

Positions of all 20 atoms, in Å:
C -2.369 1.857 1.405
C -1.048 1.766 1.297
C -0.339 1.599 -0.013
C 0.972 0.770 0.149
C 0.561 -0.660 0.493
N 1.805 0.812 -1.029
H -2.786 1.924 2.409
H -3.133 1.733 0.649
H -0.480 1.899 2.210
H -0.953 1.032 -0.724
H -0.217 2.543 -0.549
H 1.504 1.189 1.007
H 0.123 -0.788 1.477
H -0.045 -1.092 -0.301
H 1.490 -1.240 0.583
H 1.594 0.057 -1.665
H 1.972 1.704 -1.436
O 0.189 -4.825 -1.611
H 0.517 -4.026 -1.175
H -0.516 -4.460 -2.170

Atoms 1-6, force components in eV/Å:
-0.231 -0.510 1.248
-0.896 0.499 -0.819
0.268 -0.726 -0.182
-1.304 0.923 0.055
1.689 -0.247 0.036
0.313 -1.350 0.717


5.
# C5H13NO

A 2-piece molecular cluster, C5H13NO overall in a non-equilibrium geometry (ωB97M-V with the def2-TZVPD basis set, OMol25).

Values from the calculation:
Relative energy (zero: lowest compared OMol25 entry of this formula, charge and spin) (kcal per mole): 27.5
Total charge: 0
Frontier orbital gap (eV): 9.18

Positions of all 20 atoms, in Å:
C 0.410 1.765 -0.029
N 0.027 0.446 0.415
C 0.321 -0.709 -0.399
C -0.182 -1.852 0.528
C -0.091 -1.280 1.961
C 0.406 0.142 1.768
H 1.511 1.927 0.039
H 0.142 1.944 -1.071
H -0.004 2.487 0.668
H 1.405 -0.836 -0.503
H -0.309 -0.727 -1.270
H -1.210 -2.031 0.264
H 0.376 -2.749 0.368
H -1.038 -1.321 2.492
H 0.582 -1.937 2.522
H 1.502 0.157 1.895
H -0.055 0.882 2.419
O -1.163 0.918 -4.251
H -0.796 1.167 -3.395
H -1.835 1.605 -4.419

Atoms 1-6, force components in eV/Å:
1.155 -0.465 0.296
-0.702 0.680 -0.411
-0.231 -0.524 1.856
-0.358 1.102 -0.268
0.253 -1.017 0.099
0.111 -0.130 -0.057


6.
# C5H13NO

A 2-piece molecular cluster, C5H13NO overall in a non-equilibrium geometry (ωB97M-V with the def2-TZVPD basis set, OMol25).

Values from the calculation:
Relative energy (zero: lowest compared OMol25 entry of this formula, charge and spin) (kcal per mole): 63.5
Total charge: 0
Frontier orbital gap (eV): 9.23

Positions of all 20 atoms, in Å:
C 0.287 -2.197 -1.388
C -0.071 -0.867 -1.022
N -0.780 -0.436 0.141
C 0.268 0.379 -1.888
C 1.668 1.012 -1.580
C 2.320 0.652 -0.320
H 0.867 -2.528 -2.277
H 0.522 -2.901 -0.660
H -1.689 -0.062 -0.058
H -1.059 -1.303 0.672
H 0.179 0.113 -3.018
H -0.555 0.981 -1.682
H 2.277 0.768 -2.464
H 1.371 2.116 -1.689
H 1.893 1.003 0.673
H 2.093 -0.419 -0.217
H 3.357 0.880 -0.425
O -4.559 0.624 5.727
H -3.626 0.574 5.877
H -4.762 1.611 5.598

Atoms 1-6, force components in eV/Å:
0.355 3.944 0.108
0.739 -1.907 -2.457
0.425 -3.178 0.996
0.356 -3.268 -1.482
-2.885 2.411 -2.280
-0.975 -1.060 2.139